Formula: C32H51BrCl27NO7P3
Source: the Open Molecules 2025 dataset
Level of theory: ωB97M-V/def2-TZVPD

- Kohn-Sham gap: 5.6077 eV
- Molecular weight: 1691.817 g mol⁻¹
- Charge: -1
- E: -485834.3135 eV

```
122
Properties=species:S:1:pos:R:3:lowdin_charge:R:1
C -6.577 0.753 0.511 -0.16
C -5.802 -0.070 1.744 -0.26
C -4.880 -1.271 1.060 -0.22
C -4.005 -2.121 2.176 -0.22
C -3.282 -1.119 3.277 -0.22
C -2.273 -1.881 4.320 -0.23
C -0.809 -2.287 3.701 -0.22
C 0.037 -0.997 3.100 -0.22
C 0.660 -1.307 1.587 -0.19
C 1.713 -0.049 1.284 -0.16
C 1.671 0.427 -0.318 -0.12
C 3.015 0.033 -1.161 -0.30
C 4.212 0.885 -0.437 -0.38
O 4.028 2.128 0.093 -0.16
O 5.602 0.367 -0.196 -0.24
O 3.294 -1.342 -0.627 -0.02
C 2.878 -2.271 -1.687 -0.24
O 3.052 -3.540 -1.325 -0.02
C 2.351 -1.603 -3.128 -0.45
N 2.835 -2.354 -4.338 -0.12
C 2.228 -3.715 -4.523 -0.21
C 2.580 -1.647 -5.648 -0.33
C 3.710 -1.844 -6.867 -0.04
O 1.514 -0.919 -5.983 -0.06
P 0.492 -1.977 -3.023 0.69
O 0.193 -2.522 -1.354 -0.40
Br -0.854 -0.166 -3.235 0.24
C 2.955 -0.084 -2.813 -0.49
P 4.809 -0.114 -3.417 0.78
O 5.687 -1.239 -2.750 -0.48
P 2.317 1.416 -3.781 0.91
C 3.254 1.812 -5.377 -0.44
C 2.206 2.701 -6.332 -0.23
C 2.244 3.040 -2.823 -0.39
C 0.800 3.789 -3.153 -0.20
H -5.846 0.852 -0.423 0.09
H -6.895 1.800 0.940 0.01
H -7.561 0.200 0.169 0.07
H -5.146 0.740 2.295 0.09
H -6.622 -0.486 2.489 0.11
H -5.627 -2.017 0.515 0.11
H -4.107 -0.833 0.271 0.12
H -3.169 -2.743 1.600 0.11
H -4.726 -2.878 2.717 0.11
H -4.159 -0.659 3.937 0.11
H -2.797 -0.215 2.707 0.10
H -2.193 -1.240 5.319 0.07
H -2.803 -2.905 4.624 0.11
H -0.860 -3.192 2.927 0.12
H -0.161 -2.688 4.617 0.06
H 0.933 -0.770 3.830 0.11
H -0.634 -0.012 3.041 0.11
H 1.179 -2.352 1.501 0.12
H -0.274 -1.202 0.851 0.10
H 1.288 0.852 1.943 0.12
H 2.795 -0.244 1.680 0.13
H 1.456 1.600 -0.259 0.11
H 0.667 -0.039 -0.735 0.06
H 1.235 -3.728 -5.185 0.08
H 3.010 -4.345 -5.171 0.07
H 2.034 -4.344 -3.564 -0.02
H 4.283 -2.841 -6.646 0.07
H 3.136 -1.846 -7.902 0.08
H 4.435 -0.896 -6.916 0.08
H -0.521 -3.228 -1.413 0.06
H 5.451 1.161 -3.075 0.06
H 4.916 -0.346 -4.857 0.00
H 4.132 2.543 -5.124 0.08
H 3.586 0.911 -6.039 0.04
H 1.140 2.180 -6.203 0.06
H 2.163 3.830 -6.026 0.06
H 2.530 2.498 -7.438 0.04
H 2.334 2.995 -1.665 0.07
H 3.094 3.790 -3.197 0.09
H 0.412 3.439 -4.213 0.06
H 0.903 4.974 -3.075 0.08
H 0.071 3.451 -2.271 -0.02
C -0.627 -0.894 8.588 -1.53
Cl -1.286 -1.906 9.885 0.48
Cl -0.100 -1.895 7.224 0.57
Cl -1.826 0.298 8.058 0.50
H 0.243 -0.358 8.978 -0.12
C 0.717 -7.529 -3.995 -1.49
Cl 0.702 -5.958 -3.177 0.62
Cl -0.461 -8.627 -3.257 0.52
Cl 0.386 -7.333 -5.725 0.53
H 1.713 -7.967 -3.883 0.03
C 2.190 1.778 11.251 -1.53
Cl 2.462 1.004 12.821 0.52
Cl 1.935 0.558 9.992 0.61
Cl 0.809 2.885 11.334 0.51
H 3.081 2.357 10.994 -0.01
C -5.085 -3.075 8.238 -1.51
Cl -3.863 -1.814 8.474 0.47
Cl -5.769 -2.980 6.606 0.51
Cl -4.390 -4.678 8.529 0.51
H -5.891 -2.912 8.959 0.02
C 0.588 5.439 -8.590 -1.52
Cl 2.241 4.847 -8.830 0.54
Cl -0.455 4.141 -7.984 0.53
Cl 0.576 6.817 -7.476 0.51
H 0.198 5.772 -9.555 0.01
C -2.817 3.862 -0.657 -1.56
Cl -1.935 2.591 -1.521 0.52
Cl -2.915 3.485 1.072 0.52
Cl -2.043 5.436 -0.907 0.52
H -3.832 3.910 -1.057 -0.12
C 2.232 -5.714 -8.557 -1.53
Cl 1.253 -4.251 -8.359 0.54
Cl 2.724 -5.910 -10.248 0.52
Cl 3.652 -5.661 -7.498 0.54
H 1.623 -6.577 -8.274 -0.02
C -6.618 5.739 -0.337 -1.49
Cl -5.486 5.104 -1.543 0.60
Cl -7.038 4.484 0.842 0.55
Cl -5.931 7.154 0.479 0.53
H -7.532 6.047 -0.851 0.02
C 2.395 6.017 13.003 -1.52
Cl 1.311 6.653 11.753 0.52
Cl 1.464 5.393 14.375 0.51
Cl 3.441 4.753 12.334 0.53
H 3.027 6.835 13.359 0.02
```